No. 1
The following is a DFT calculation (wB97M-V/def2-TZVPD) of a structure of composition C29H48ClF6OPPd.

The multiplicity is 5. The total charge is 0. The HOMO-LUMO gap (alpha / beta) comes out at 5.47 / 6.55 eV. As for the expectation value of S²: 6.0104. The HOMO energy (alpha / beta) comes out at -5.351 / -7.364 eV.

Atoms and positions in Å:
H 2.27 -4.01 -0.53
H -4.27 -0.25 -2.68
H -3.88 1.41 -0.78
C -0.80 -0.32 -2.50
C -2.38 3.07 2.57
H 3.90 2.73 -2.69
H 2.74 4.67 -3.56
C -3.18 0.59 -1.01
C -0.70 1.49 3.84
C -2.02 1.68 3.05
C 2.00 -2.19 -1.63
H 0.29 3.12 -0.38
C -2.07 -2.97 1.84
H -0.61 0.63 -3.02
H -4.50 2.97 2.19
C -3.28 0.17 -2.48
H 1.69 -1.86 0.43
H -2.22 -1.02 -3.96
Cl -5.63 0.62 1.85
H 0.06 -0.07 1.80
H -3.18 1.07 -3.10
H 1.97 2.30 1.58
P 0.98 0.22 -0.38
H -0.07 2.61 -2.04
H -3.51 -0.26 -0.35
H -1.72 1.24 0.44
C -3.39 -3.68 2.07
F 0.14 -3.49 0.87
H 3.59 -0.16 0.72
H 2.21 4.44 -1.19
H 3.97 -0.37 -0.99
H -2.86 1.28 3.64
H 1.44 1.01 -3.28
C -2.19 -0.83 -2.88
H -4.13 -2.96 2.47
C 2.98 2.54 -3.26
F -2.06 -2.13 4.10
Pd -3.87 -0.67 1.71
H 0.72 4.91 -2.03
H 0.40 3.24 3.16
F -1.03 -4.05 3.80
C 1.02 0.43 1.52
H 1.35 2.05 4.05
H 3.95 -2.55 1.16
H 2.97 0.48 -2.57
C 2.27 1.33 -2.63
F -1.62 -3.71 -0.41
C -1.30 -2.84 3.21
H 4.69 -4.12 -0.53
H 3.27 2.28 -4.27
O -2.16 -1.69 1.33
H -3.25 -4.51 2.78
C 2.80 -3.47 -1.33
H -1.62 3.84 2.76
C -0.74 -0.08 -0.98
C 2.07 -1.26 -0.42
H 4.83 -2.86 -1.75
H -3.76 -4.07 1.11
C 1.70 1.68 -1.23
C -3.53 3.38 1.93
H -0.86 1.88 4.85
F -1.22 -5.18 1.16
H -2.37 -1.80 -2.38
C -1.76 1.00 -0.62
C 2.12 3.82 -3.27
H 1.34 3.71 -4.04
H -1.54 1.93 -1.16
H 5.38 -1.85 0.40
C 0.58 2.16 3.25
C 1.21 1.65 2.02
H -0.55 0.41 3.96
C 1.45 4.11 -1.92
H 0.96 -2.47 -1.86
C 3.53 -0.87 -0.11
H -0.03 -1.03 -2.84
C 0.74 2.87 -1.35
H -1.04 -1.00 -0.44
H -2.01 1.00 2.18
C 4.33 -2.13 0.22
F -0.12 -2.18 3.10
C 4.24 -3.19 -0.88
H -3.50 4.10 1.11
C -1.17 -3.85 0.87
H 2.40 -1.68 -2.53
H 2.54 1.98 -0.57
H 2.79 -4.12 -2.21
H 1.82 -0.24 1.90

---

No. 2
The following is a DFT calculation (wB97M-V/def2-TZVPD) of a structure of composition C10H15K4O10.

The multiplicity is 2. The total charge is -2. The HOMO-LUMO gap (alpha / beta) comes out at 2.75 / 4.95 eV. As for the expectation value of S²: 0.7503. The HOMO energy (alpha / beta) comes out at -0.191 / -2.085 eV.

Atoms and positions in Å:
O -3.90 -1.08 4.15
K 0.90 -2.31 3.16
K 4.78 -1.63 0.59
O -3.29 -4.13 -0.21
C 3.51 -1.61 -3.33
H -2.30 0.09 1.67
H 0.25 3.64 1.07
H -0.43 4.27 -0.33
O 1.91 -1.55 0.53
H 2.56 0.20 -3.69
O -1.99 -2.02 3.52
O 3.41 -2.73 -2.83
C 2.26 -0.85 -3.79
C -2.36 0.19 2.76
C 0.54 4.10 0.13
O 2.69 0.48 0.69
O 0.95 6.33 0.98
H -1.46 0.58 3.23
H 1.49 -1.07 -3.06
O -5.03 -3.22 0.67
K 3.81 2.93 -0.47
C 1.37 5.39 0.34
C 1.77 -0.32 0.42
C -2.83 -1.10 3.50
H -0.41 0.17 0.56
O 4.58 -0.99 -3.38
H -4.03 -0.99 -0.13
O 2.50 5.45 -0.16
C 0.39 0.17 -0.18
H 0.58 1.13 -0.65
K 1.04 -3.91 -0.74
H -3.38 -1.87 -1.45
H 1.00 3.34 -0.51
C -3.38 -1.84 -0.36
H 0.00 -0.51 -0.94
H -3.15 0.91 2.93
C -3.94 -3.15 0.07
H -2.42 -1.58 0.08
H 2.03 -0.90 -4.85

---

No. 3
The following is a DFT calculation (wB97M-V/def2-TZVPD) of the molecule C9H6NO4P.

The total charge is 0. Its SMILES is O=[PH2]C1=C(c2ccncc2)C(=O)OC1=O. The HOMO-LUMO gap comes out at 8.70 eV. The HOMO energy comes out at -10.647 eV.

Atoms and positions in Å:
H 2.16 -1.86 -1.03
C -2.01 -2.04 -0.04
C -0.80 0.05 0.02
H 1.78 -1.80 1.27
N -3.16 -1.47 0.29
C 0.42 0.83 -0.15
H -4.02 0.31 0.78
H -2.06 1.70 0.59
P 2.42 -1.16 0.18
C 2.51 1.78 -0.35
C -0.87 -1.31 -0.19
O -0.58 3.04 -0.49
O 3.69 1.88 -0.25
C 0.36 2.31 -0.44
C 1.72 0.51 -0.10
O 3.87 -1.12 0.40
C -2.00 0.65 0.39
H -2.00 -3.11 -0.20
C -3.09 -0.17 0.49
H 0.03 -1.83 -0.48
O 1.63 2.80 -0.68

---

No. 4
The following is a DFT calculation (wB97M-V/def2-TZVPD) of a structure of composition AsF6H22O11.

The multiplicity is 2. The total charge is 0. Its relative energy (zero: lowest compared OMol25 entry of this formula, charge and spin) is 0.3923 eV. The HOMO-LUMO gap (alpha / beta) comes out at 9.68 / 2.56 eV. As for the expectation value of S²: 0.7596. The HOMO energy (alpha / beta) comes out at -10.467 / -10.467 eV.

Atoms and positions in Å:
H -3.21 2.33 3.97
F 0.87 -0.92 -0.51
H 2.05 3.13 0.09
H -0.18 -2.58 3.80
H 3.27 -1.99 -1.10
H 0.36 2.35 -2.62
O 1.98 4.07 0.26
F 1.37 1.04 1.20
H -1.42 -0.97 -2.32
O 2.15 -3.03 0.00
H -2.15 3.09 -0.14
H 1.92 -3.68 -0.66
O -3.32 1.74 3.22
H -2.30 -2.15 -2.71
O -1.41 -1.81 -2.80
H 0.87 3.00 -3.89
O -1.90 -2.69 0.13
As -0.01 0.56 0.14
H -2.46 1.72 2.81
O 3.29 -1.56 -1.96
F -0.67 -0.52 1.35
O 1.49 1.05 3.89
F 0.69 1.56 -1.07
H -1.72 -1.76 0.19
H 1.54 -2.31 -0.16
O 0.71 -3.38 -2.33
F -1.09 1.92 0.62
H 2.11 4.14 1.21
O -2.93 3.53 -0.49
H 0.17 -4.06 -2.72
H 1.62 0.87 2.96
H 2.70 -2.08 -2.50
O 0.33 -1.83 3.48
H -0.10 -1.57 2.67
H -2.85 -2.74 0.01
F -1.29 0.12 -1.00
H 1.95 1.88 4.04
H 0.09 -2.69 -2.10
O 0.17 2.44 -3.56
H -2.68 3.78 -1.38

---

No. 5
The following is a DFT calculation (wB97M-V/def2-TZVPD) of a cluster of 3 separate species, C4H10O in total.

The total charge is 0. Its relative energy (zero: lowest compared OMol25 entry of this formula, charge and spin) is 4.4164 eV. The HOMO-LUMO gap comes out at 8.41 eV. The HOMO energy comes out at -8.645 eV.

Atoms and positions in Å:
H 0.94 -2.80 0.12
H -1.56 1.17 2.09
C 0.24 0.47 -0.42
C 1.11 -1.74 0.34
H 1.42 -1.46 1.31
C -0.64 1.35 -1.26
H -1.66 0.85 -1.42
H -0.77 2.26 -0.63
H 1.11 1.08 -0.11
O -1.43 0.20 2.17
C 0.23 -0.92 -0.41
H -0.91 0.09 1.36
H -0.40 1.86 -2.24
H 2.73 -1.08 0.25
H -0.41 -1.33 -1.16

---

No. 6
The following is a DFT calculation (wB97M-V/def2-TZVPD) of the molecule C2H6N2S.

The total charge is 0. Its relative energy (zero: lowest compared OMol25 entry of this formula, charge and spin) is 2.5496 eV. Its SMILES is C/N=C\NS. The HOMO-LUMO gap comes out at 9.90 eV. The HOMO energy comes out at -9.229 eV.

Atoms and positions in Å:
H -0.81 2.88 1.07
N 0.26 1.02 0.07
N 0.26 -1.34 0.71
H -0.38 0.64 -0.82
H -1.24 -1.24 -0.79
H 0.73 0.26 1.84
C -0.07 -1.47 -0.80
H 0.06 -2.60 -1.00
S 0.35 2.62 0.44
C 0.46 -0.04 0.87
H 0.39 -0.73 -1.60

---

No. 7
The following is a DFT calculation (wB97M-V/def2-TZVPD) of a cluster of 2 separate species, C34H41N6O2 in total.

The total charge is +1. Its relative energy (zero: lowest compared OMol25 entry of this formula, charge and spin) is 4.1581 eV. The HOMO-LUMO gap comes out at 4.81 eV. The HOMO energy comes out at -10.002 eV.

Atoms and positions in Å:
C -2.04 3.11 -0.48
C -1.99 2.72 -1.84
H 2.33 0.04 1.47
H 1.03 -4.18 -8.70
C 2.97 0.92 6.96
C 4.06 0.25 7.57
H -4.37 6.36 -0.87
C 0.23 -2.64 -7.42
H 2.34 -3.65 1.16
N 2.38 -0.12 3.56
H -1.73 5.69 0.54
C -0.33 1.47 0.08
H -0.21 -5.83 -7.42
H -1.14 -2.98 2.52
N 1.39 1.09 5.06
C -1.17 -4.33 -6.19
H -0.18 -3.45 -0.22
C 3.14 -0.23 4.67
H -2.02 -5.74 -7.59
H -2.92 4.08 2.07
H -2.08 -1.99 -4.97
H 1.66 -2.49 3.05
C -0.98 -1.08 -3.35
C 0.12 -3.55 -8.64
H -1.60 -2.04 1.05
C -4.81 4.80 1.33
C 1.42 -1.59 -3.29
C -3.62 3.85 1.24
C 1.28 -2.35 -4.43
H -5.25 4.76 2.34
O -4.39 6.16 1.22
N -0.10 -3.34 -6.17
H 1.47 2.45 7.19
C 3.72 1.54 9.60
C 2.54 0.59 5.62
H 0.06 -4.42 1.25
H 4.00 1.77 10.63
H 0.00 -2.92 -9.53
C -1.18 2.49 0.47
H 4.02 -0.84 4.76
H 4.60 -0.51 7.01
C -0.73 -2.42 1.64
H -2.64 3.24 -2.56
H 5.24 0.01 9.37
C 0.00 -2.53 -5.02
N -2.97 4.08 -0.06
H -3.32 7.43 0.15
H -0.47 -1.79 -7.58
H -1.15 1.37 -3.28
H 2.15 -2.84 -4.88
C 0.15 -3.41 0.82
H 2.09 2.99 9.56
O -1.08 -4.31 -8.62
C 4.42 0.55 8.89
H 1.39 -0.23 -0.99
C 2.64 2.23 9.00
H -2.11 5.59 -1.22
H -3.96 2.81 1.31
C 2.53 -0.73 2.24
C 1.60 -2.88 0.95
H 2.40 -1.44 -2.81
H -1.85 -0.56 -2.96
H -5.56 4.53 0.57
C 0.30 -0.91 -2.73
C -3.69 6.41 0.01
C 0.49 -0.08 -1.61
N 0.18 -1.35 2.03
C -1.17 1.69 -2.23
H -2.16 -3.83 -6.16
C -0.34 1.01 -1.27
H 1.26 -2.24 -7.33
C -1.10 -5.16 -7.47
C -2.52 5.46 -0.21
C 2.29 1.93 7.69
H 3.56 -1.10 2.18
N 1.27 0.62 3.84
C -1.12 -1.87 -4.47
H -0.12 -0.69 2.75
H 1.89 -2.35 0.03
H 0.31 0.97 0.81
H -1.21 2.81 1.51
H -1.07 -4.98 -5.31
C 1.52 -1.87 2.13

---

No. 8
The following is a DFT calculation (wB97M-V/def2-TZVPD) of a structure of composition C16H6CoF5NO2S.

The multiplicity is 5. The total charge is +1. The HOMO-LUMO gap (alpha / beta) comes out at 8.75 / 5.00 eV. As for the expectation value of S²: 6.0349. The HOMO energy (alpha / beta) comes out at -12.484 / -12.465 eV.

Atoms and positions in Å:
H 0.04 0.29 -1.16
C -1.58 3.01 0.13
C 0.83 -2.97 -0.15
S 2.58 -0.98 0.49
F 1.10 -5.94 -2.08
H -2.46 4.49 1.43
H -1.90 3.52 -3.21
C 2.12 -2.41 -0.28
F -0.10 -2.31 0.58
C -1.52 2.93 2.54
C 0.47 -4.14 -0.74
H -0.62 1.40 -3.26
H -2.51 4.55 -1.06
C -0.86 1.80 0.09
C -0.52 1.22 -1.15
F -0.74 -4.65 -0.61
O 0.38 -0.11 3.41
H -1.74 3.30 3.52
C -1.95 3.62 -1.09
C 3.06 -3.12 -1.07
C 2.72 -4.31 -1.68
F 3.59 -4.97 -2.41
C -1.61 3.05 -2.28
C 1.43 -4.82 -1.51
C -1.91 3.56 1.39
F 4.26 -2.65 -1.23
N -0.49 1.19 1.26
C -0.89 1.84 -2.31
Co 0.60 -0.48 1.61
C -0.33 0.98 3.67
O -0.64 1.36 4.76
C -0.80 1.73 2.43

---

No. 9
The following is a DFT calculation (wB97M-V/def2-TZVPD) of the molecule C4H5N2P.

The total charge is 0. Its relative energy (zero: lowest compared OMol25 entry of this formula, charge and spin) is 3.1954 eV. The HOMO-LUMO gap comes out at 8.33 eV. The HOMO energy comes out at -8.667 eV.

Atoms and positions in Å:
C 1.24 1.61 0.37
H 2.38 -0.10 -0.09
H 3.19 1.25 0.36
H -0.10 0.85 -1.29
H -3.15 -1.10 0.01
H -1.01 -2.40 0.37
N 2.35 0.86 0.35
N 0.15 -0.71 -0.11
C -2.17 -0.66 0.17
P -1.98 1.00 0.01
C 0.04 0.74 -0.18
C -0.94 -1.34 0.05

---

No. 10
The following is a DFT calculation (wB97M-V/def2-TZVPD) of a structure of composition CH13O9Pb.

The total charge is +1. Its relative energy (zero: lowest compared OMol25 entry of this formula, charge and spin) is 0.1119 eV. The HOMO-LUMO gap comes out at 8.24 eV. The HOMO energy comes out at -11.456 eV.

Atoms and positions in Å:
H 2.89 0.70 0.39
O 2.08 1.15 0.69
O 1.51 -1.51 -0.22
O 0.26 1.97 -1.47
H 1.20 2.16 -1.57
O -1.43 -1.92 0.51
H -1.17 1.95 2.04
O 0.45 -0.41 2.53
H -1.38 -2.52 1.25
H -2.21 0.55 -2.15
H -0.27 2.73 -1.54
H 0.71 0.34 3.00
O -2.17 0.29 -1.26
H -2.13 2.23 0.85
O 0.68 -0.78 -2.04
O -1.32 1.76 1.08
O 1.76 -2.71 -2.08
H 2.11 -3.43 -1.51
H -3.04 0.13 -1.05
H 2.45 1.99 0.96
H -1.90 -2.36 -0.19
Pb -0.09 0.08 0.14
C 1.32 -1.67 -1.45
H -0.29 -0.72 3.09

---

No. 11
The following is a DFT calculation (wB97M-V/def2-TZVPD) of the molecule C5H6O3.

The total charge is 0. Its relative energy (zero: lowest compared OMol25 entry of this formula, charge and spin) is 0.9987 eV. Its SMILES is C=C(C)C(=O)C(=O)O. The HOMO-LUMO gap comes out at 9.11 eV. The HOMO energy comes out at -10.008 eV.

Atoms and positions in Å:
H -1.42 -1.62 0.67
H -0.52 -3.12 -0.09
C -0.94 1.03 -0.07
O 1.49 0.92 0.23
H 1.96 -2.85 0.54
O -1.98 0.55 -0.46
C 0.60 -1.26 -0.01
H 0.21 2.48 0.00
H 2.65 -1.03 0.36
H -1.16 -1.80 -1.00
O -0.70 2.33 0.00
C 0.45 0.28 0.12
C -0.65 -1.99 -0.07
C 1.84 -1.80 0.26

---

No. 12
The following is a DFT calculation (wB97M-V/def2-TZVPD) of a cluster of 2 separate species, C4H11NO2 in total.

The total charge is 0. Its relative energy (zero: lowest compared OMol25 entry of this formula, charge and spin) is 1.0611 eV. Its SMILES is CC(=O)O.CCN. The HOMO-LUMO gap comes out at 9.48 eV. The HOMO energy comes out at -8.787 eV.

Atoms and positions in Å:
H 1.81 3.30 -0.70
H 0.94 0.43 -0.79
H -0.35 3.55 -1.34
H 2.35 1.32 -1.68
H 0.52 -3.16 1.96
C 1.19 2.50 -0.32
H -1.63 -1.14 -0.08
H -2.19 -2.72 -0.56
N -0.18 2.75 -0.76
C -1.95 -2.09 0.30
C 1.75 1.15 -0.79
O -1.27 -4.13 1.29
C -1.07 -2.94 1.16
H 1.21 2.60 0.78
H 2.54 0.95 -0.05
O -0.02 -2.36 1.77
H -2.92 -1.95 0.77
H -0.73 1.94 -0.97